Record 1
97
Properties=species:S:1:pos:R:3 method="wB97M-V/def2-TZVPD" total_charge=-2 e_homo_ha=-0.0801 total_energy_ha=-2974.03880 de_lowest_kj_mol=88.08
Rb -0.09340 -1.07403 -0.58655
O -2.04231 -3.30278 -0.58995
C -1.73578 -4.42540 -1.11093
C -2.25006 -5.67460 -0.63944
C -1.87421 -6.87451 -1.19904
C -0.97431 -6.94055 -2.26693
C -0.45373 -5.75014 -2.74950
C -0.80608 -4.52219 -2.20374
C -0.33465 -3.24255 -2.75371
N 0.81112 -2.83046 -3.11960
C 2.02764 -3.62646 -3.02130
C 2.40920 -4.27346 -1.67427
N 2.25644 -3.53589 -0.42499
C 2.73544 -2.37764 -0.18878
C 3.54184 -1.41825 -0.95897
C 4.50366 -1.80521 -1.89294
C 5.30846 -0.88933 -2.54470
C 5.13595 0.46864 -2.25131
C 4.21811 0.88812 -1.32099
C 3.38225 -0.03078 -0.60989
O 2.53807 0.36909 0.25986
H -2.94132 -5.65224 0.19479
H -2.29194 -7.79163 -0.79188
H -0.69825 -7.89189 -2.70441
H 0.23895 -5.76443 -3.58488
H -1.13100 -2.49417 -2.82942
H 2.82826 -2.96484 -3.34964
H 1.99700 -4.44555 -3.75177
H 3.45265 -4.60288 -1.77463
H 1.81982 -5.18113 -1.54235
H 2.46856 -1.97833 0.79551
H 4.63273 -2.86026 -2.10035
H 6.04743 -1.21474 -3.26648
H 5.73989 1.20967 -2.76762
H 4.08877 1.94192 -1.09984
C -3.73788 -3.52584 2.39876
Sb -2.59378 -1.77242 1.90662
C -4.19114 -0.91343 0.77015
C -3.16514 -0.78312 3.78109
C -2.87592 0.68270 3.81121
C -3.88910 1.56710 3.43566
C -3.70428 2.93815 3.42305
C -2.48332 3.46026 3.82145
C -1.46802 2.59864 4.19711
C -1.62284 1.21022 4.17520
C -0.43092 0.35695 4.47150
Sb 0.83002 0.13322 2.67626
C 2.52087 -0.61967 3.78376
C 1.54551 2.14959 2.74990
H -4.67850 -3.20873 2.85490
H -3.20893 -4.19183 3.07887
H -3.93581 -4.05012 1.46671
H -5.11991 -1.03491 1.33308
H -4.24832 -1.48120 -0.15849
H -4.01064 0.13592 0.54857
H -2.65632 -1.31349 4.58885
H -4.23853 -0.95201 3.90190
H -4.84188 1.14900 3.12917
H -4.50503 3.59062 3.09658
H -2.31231 4.53056 3.82337
H -0.50653 3.00126 4.49448
H -0.70294 -0.63727 4.82618
H 0.20125 0.82677 5.23046
H 2.70055 0.01087 4.65712
H 3.39229 -0.59234 3.12999
H 2.35258 -1.64726 4.10514
H 1.85330 2.37670 3.77394
H 0.79264 2.86108 2.41833
H 2.39936 2.18506 2.07570
C 2.25138 6.58941 0.44714
C 1.28674 5.47510 0.15124
C -0.08379 5.69752 0.13252
C -0.97329 4.65942 -0.11898
C -0.49144 3.38420 -0.35207
C 0.87639 3.13837 -0.33140
C 1.75068 4.18247 -0.08598
S -1.61520 2.01604 -0.60668
O -2.91060 2.62897 -0.85011
O -1.50030 1.20407 0.59890
N -1.00606 1.15119 -1.75081
C -0.76926 1.64642 -3.00820
C -1.30072 2.84155 -3.53458
C -0.93328 3.22533 -4.80811
C -0.07445 2.42615 -5.55275
C 0.37349 1.25345 -4.96065
N 0.05280 0.86926 -3.73489
H 1.74691 7.55665 0.46340
H 3.04751 6.63779 -0.29861
H 2.73154 6.44849 1.41862
H -0.46779 6.69560 0.31800
H -2.04218 4.82733 -0.13895
H 1.26899 2.13647 -0.46395
H 2.81514 3.97565 -0.05947
H -1.99621 3.43045 -2.95462
H -1.32649 4.14917 -5.21924
H 0.23885 2.68979 -6.55469
H 1.03506 0.58161 -5.50100

---

Record 2
102
Properties=species:S:1:pos:R:3 method="wB97M-V/def2-TZVPD" total_charge=+3 e_homo_ha=-0.5758 total_energy_ha=-2461.11219 de_lowest_kj_mol=181.70
Ta 0.11444 0.00856 -0.11386
C 2.83085 1.32151 0.82740
N 1.91141 1.56446 -0.28352
C 2.53574 1.66739 -1.61714
C 2.47466 0.30015 -2.19889
N 1.71235 -0.62437 -1.64501
C 1.97885 -1.81010 -2.34879
C 1.60783 -3.13342 -2.12147
C 2.10843 -4.09650 -2.97384
C 2.97446 -3.77445 -4.02919
C 3.39886 -2.47827 -4.23344
C 2.89270 -1.52004 -3.36618
N 3.18228 -0.16566 -3.23168
C 2.02375 0.53820 1.86228
N 1.68196 -0.73133 1.24436
C 1.26039 -1.61298 2.28266
C 1.69550 -2.92459 2.40540
C 1.26278 -3.68725 3.47842
C 0.38764 -3.14530 4.41704
C -0.06422 -1.84156 4.29193
C 0.38463 -1.08045 3.21974
N -0.07316 0.25746 3.03764
H 3.24876 2.25911 1.19603
H 3.63864 0.65774 0.51986
H 1.45207 2.45223 -0.10271
H 3.56890 2.01503 -1.54075
H 1.98522 2.39067 -2.21797
H 1.00232 -3.41729 -1.27727
H 1.84554 -5.13313 -2.81291
H 3.33829 -4.56188 -4.67411
H 4.10072 -2.22577 -5.01637
H 3.85628 0.35548 -3.77186
H 2.38751 -3.32077 1.67222
H 1.61366 -4.70343 3.59676
H 0.05782 -3.74443 5.25451
H -0.75573 -1.42362 5.01359
H 0.02640 0.78296 3.90084
C -3.36342 -1.40977 0.79437
C -2.93500 -0.06839 1.27232
C -3.70523 0.70508 2.12643
C -3.00307 1.87406 2.32984
C -3.40073 3.04655 3.15644
N -1.86220 1.79648 1.62326
N -1.79337 0.57978 0.95761
B -0.83100 2.91826 1.51832
N -0.52438 3.14200 0.02909
N -0.50694 2.09764 -0.87661
C -0.54458 2.64835 -2.09861
C -0.44421 1.93182 -3.40539
C -0.63213 4.03794 -1.98455
C -0.62638 4.31953 -0.63700
C -0.74375 5.64068 0.03636
N 0.46961 2.37836 2.30086
N 0.62221 1.01627 1.98710
C 2.67147 0.74039 3.20993
C 3.73537 -0.16471 3.71441
C 2.28649 1.90057 3.80204
C 1.29858 2.80114 3.22700
C 1.20036 4.19980 3.71664
H -4.40215 -1.55688 1.08089
H -2.78406 -2.20078 1.27047
H -3.30274 -1.50489 -0.28677
H -4.66916 0.44795 2.53006
H -4.33694 2.82734 3.66299
H -3.54711 3.93473 2.54157
H -2.65134 3.28046 3.91297
H -1.19545 3.92251 2.02759
H -0.04022 0.92857 -3.32525
H 0.17376 2.51914 -4.08490
H -1.43355 1.87350 -3.86201
H -0.69455 4.74650 -2.79306
H -0.67711 6.43454 -0.70309
H 0.04533 5.79379 0.77229
H -1.70394 5.73140 0.54481
H 3.99961 -0.91957 2.97709
H 3.38489 -0.68163 4.61204
H 4.62373 0.40088 3.99895
H 2.77299 2.24693 4.70537
H 2.14873 4.53721 4.12715
H 0.45769 4.23408 4.52029
H 0.86783 4.87949 2.93566
C -3.44491 -1.07068 -5.99094
O -3.31979 -2.32093 -5.29701
C -2.71945 -2.38045 -4.13541
C -2.68084 -3.67234 -3.54192
C -2.09931 -3.83781 -2.33409
C -1.49937 -2.74001 -1.64331
C -0.98794 -2.87895 -0.35995
C -1.07751 -4.14392 0.42495
O -0.38828 -1.89359 0.23785
C -1.52827 -1.45229 -2.26367
O -0.99647 -0.39979 -1.64659
C -2.14808 -1.27927 -3.48641
H -3.97297 -1.30112 -6.90910
H -2.45904 -0.66692 -6.22279
H -4.02759 -0.36526 -5.39831
H -3.13919 -4.48902 -4.08170
H -2.08652 -4.82037 -1.88327
H -2.10395 -4.51031 0.45628
H -0.71170 -3.97907 1.43551
H -0.47401 -4.92457 -0.04565
H -2.18726 -0.29478 -3.92324